[1]
61
Properties=species:S:1:pos:R:3:mulliken_charge:R:1 method="wB97M-V/def2-TZVPD" energy_ha=-2346.21156 lumo_energy_ev=4.03 homo_ev=-0.3385 total_charge=-2
Na -0.65658 0.63004 -0.53286 1.227
C -4.58687 -1.04125 -1.73257 -0.542
O -4.86745 -0.28049 -2.90006 -0.556
C -4.33438 0.97956 -3.04522 0.176
C -5.07151 1.85493 -3.80553 -0.475
C -4.62380 3.15283 -4.07334 -0.633
C -3.41660 3.54504 -3.53830 -0.700
C -2.63007 2.68082 -2.76101 0.798
C -1.36821 3.23481 -2.27394 -0.702
N -0.45288 2.58416 -1.66608 -0.086
N 0.65824 3.35680 -1.29766 -0.725
C 1.33592 2.74542 -0.34845 0.183
O 1.09220 1.67168 0.27147 -0.946
C 2.62209 3.45715 0.04399 0.264
C 3.51376 2.80697 0.89225 -0.405
C 4.70318 3.41847 1.26881 -0.577
C 5.01012 4.69149 0.81036 -0.308
C 4.12092 5.34848 -0.03082 -0.573
C 2.93790 4.73441 -0.41371 -0.182
C -3.05601 1.34176 -2.48040 0.460
O -2.39196 0.49443 -1.80526 -0.732
H -5.29018 -1.87501 -1.77420 0.261
H -4.77045 -0.44936 -0.83001 0.248
H -3.56139 -1.39755 -1.70159 0.180
H -6.01908 1.49349 -4.19262 0.375
H -5.21820 3.82999 -4.67488 0.334
H -3.03668 4.54645 -3.71786 0.274
H -1.20334 4.30375 -2.45922 0.249
H 3.24332 1.81975 1.24328 0.522
H 5.38695 2.89434 1.92752 0.371
H 5.93625 5.17103 1.10943 0.341
H 4.35016 6.34564 -0.39095 0.346
H 2.23609 5.22199 -1.07657 0.429
I -2.18907 -0.57852 2.49108 0.096
C -0.27120 -1.23732 3.00725 -0.364
C 0.01221 -1.08939 4.33943 -0.556
C 1.31223 -1.30421 4.84173 -0.674
C 2.31187 -1.59257 3.96677 -0.864
C 2.05074 -1.73743 2.57944 0.967
C 3.14854 -1.96818 1.71467 -0.846
C 2.94652 -2.12490 0.37535 -0.952
C 1.63569 -2.12384 -0.12516 -0.544
C 0.52494 -1.92982 0.66602 -0.223
C 0.73025 -1.64588 2.06197 0.859
H -0.76616 -0.76762 5.01819 0.393
H 1.50076 -1.18950 5.90178 0.353
H 3.33528 -1.70742 4.30667 0.322
H 4.13970 -2.00659 2.15225 0.296
H 3.77261 -2.27946 -0.30795 0.357
H 1.47915 -2.30286 -1.18285 0.509
C -0.16679 -6.37091 -0.31462 -1.008
N 0.09813 -4.96223 -0.07794 -0.028
C -1.11863 -4.26327 0.37349 -0.039
N -1.23543 -4.55012 1.79830 -0.514
S -1.05311 -2.52455 -0.07469 0.121
H 0.75609 -6.88232 -0.60770 0.335
H -0.94245 -6.54140 -1.07921 0.278
H -0.51964 -6.82192 0.61325 0.301
H 0.37518 -4.53259 -0.95280 0.101
H -0.41007 -4.20310 2.30206 0.195
H -2.04882 -4.07410 2.16921 0.231

[2]
16
Properties=species:S:1:pos:R:3:mulliken_charge:R:1 method="wB97M-V/def2-TZVPD" energy_ha=-287.54429 lumo_energy_ev="-11.50 / -13.97" de_lowest_kj_mol=256.85 homo_ev="-20.0123 / -20.0010" multiplicity=2 total_charge=+2
C 1.28586 -0.97526 0.19040 -0.809
C -0.16658 -0.79659 0.08058 0.830
C -0.99622 -1.23126 -0.90206 -0.684
C -0.44405 0.61416 2.04589 0.037
N -0.60810 0.29841 0.78053 0.049
H 1.49288 -0.92225 1.30378 0.376
H 1.58751 -0.17534 -0.50140 0.181
H 1.64257 -1.95617 -0.19012 0.411
H -1.88928 -0.73170 -1.39898 0.344
H -0.64994 -2.07184 -1.56499 0.309
H -0.96481 1.43127 2.58734 0.314
H 0.35824 0.14849 2.51409 0.228
H -1.41152 0.70924 0.23648 0.321
H 1.43796 1.37170 -1.42742 0.350
H 0.46153 2.41277 -1.75085 0.332
O 0.51469 1.50358 -1.72007 -0.588

[3]
59
Properties=species:S:1:pos:R:3:mulliken_charge:R:1 method="wB97M-V/def2-TZVPD" energy_ha=-2179.24943 lumo_energy_ev=-2.23 de_lowest_kj_mol=12.65 homo_ev=-9.7159 total_charge=+1
Sr -0.84712 -0.85388 -0.37306 1.422
C 1.11879 3.08588 -1.18420 -1.643
P -0.38782 2.23140 -0.60120 1.057
C -1.65293 3.51428 -0.92750 -1.238
C -0.19891 2.19715 1.23253 0.385
C 0.96923 2.68585 1.82070 -0.616
C 1.17247 2.62022 3.19033 -0.844
C 0.19776 2.07247 4.00390 -0.960
C -0.96860 1.58546 3.43975 -0.606
C -1.18680 1.62248 2.06194 0.662
P -2.73489 0.92511 1.36632 0.388
C -3.95834 2.25623 1.63045 -1.276
C -3.27541 -0.29976 2.60886 -1.302
H 2.00657 2.48384 -0.99136 0.389
H 1.24052 4.07165 -0.73504 0.442
H 1.02575 3.20244 -2.26452 0.427
H -1.57241 3.82260 -1.97077 0.493
H -1.51306 4.38566 -0.28767 0.386
H -2.65077 3.10527 -0.78334 0.272
H 1.73977 3.12618 1.20438 0.330
H 2.09196 3.00098 3.61450 0.423
H 0.34127 2.01875 5.07476 0.433
H -1.72063 1.15522 4.08759 0.284
H -4.03332 2.48874 2.69356 0.382
H -4.93220 1.92712 1.26841 0.423
H -3.66921 3.16086 1.10000 0.358
H -3.51511 0.14653 3.57388 0.409
H -2.49950 -1.05732 2.73173 0.244
H -4.17635 -0.78217 2.22718 0.433
C 2.02021 -1.12600 -0.39334 -0.966
Si 1.72363 -2.27877 1.15164 1.000
C 2.19857 -3.98756 0.54176 -1.115
C 2.96247 -1.61893 2.39207 -1.043
C -0.01920 -2.14540 1.67899 -1.517
H 3.09338 -1.07571 -0.58980 0.453
H 1.72255 -0.08461 -0.18007 0.240
H 1.56700 -1.45822 -1.34125 -0.129
H 3.14879 -3.98655 0.00262 0.350
H 1.42823 -4.40601 -0.11162 0.244
H 2.29598 -4.67225 1.38705 0.353
H 3.98545 -1.60584 2.01037 0.335
H 2.94615 -2.22228 3.30164 0.332
H 2.69376 -0.59690 2.67522 0.209
H -0.09248 -1.64314 2.64965 0.161
H -0.49461 -3.12776 1.77202 0.341
C -1.23947 0.27305 -4.41911 -0.835
N -0.05748 -0.57254 -4.43597 -0.169
C 0.02720 -1.75826 -3.81556 0.431
S -1.25640 -2.37509 -2.88524 -0.375
N 1.15949 -2.45010 -3.97582 -0.220
C 1.39919 -3.78178 -3.43311 -0.788
H -2.12456 -0.28561 -4.71203 0.373
H -1.08109 1.08145 -5.13078 0.345
H -1.40257 0.71458 -3.43585 0.136
H 0.70632 -0.28837 -5.02824 0.222
H 1.86767 -2.07127 -4.58469 0.229
H 0.62604 -4.47455 -3.75876 0.351
H 1.41913 -3.75796 -2.34485 0.151
H 2.36593 -4.11689 -3.79903 0.338

[4]
41
Properties=species:S:1:pos:R:3:mulliken_charge:R:1 method="wB97M-V/def2-TZVPD" energy_ha=-1899.16953 lumo_energy_ev="-11.53 / -15.05" de_lowest_kj_mol=42.21 homo_ev="-16.1359 / -18.6771" multiplicity=5 total_charge=+3
Pt 1.04005 0.13797 -0.00698 1.049
P 1.13870 1.20616 1.97701 0.310
C -0.63928 1.39653 2.33735 -0.945
C -1.38945 1.60968 1.03419 0.467
N -0.84200 1.13872 -0.11266 -0.564
C -1.42405 1.32688 -1.32175 0.434
C -2.64551 1.98649 -1.37978 -0.340
C -3.27063 2.44400 -0.23897 -0.908
C -2.61695 2.25445 0.96255 -0.360
C -0.72564 0.78905 -2.56171 -0.888
P 0.47987 -0.48751 -2.08894 0.326
H -3.01135 2.65798 1.87951 0.539
H -3.11532 2.06709 -2.34496 0.541
H -4.23619 2.94429 -0.28719 0.475
H -1.43519 0.34727 -3.27760 0.615
H -0.13492 1.54764 -3.11565 0.435
H -0.92000 0.44734 2.86198 0.474
H -0.75427 2.24561 3.03574 0.608
H -0.60516 -4.03896 1.68446 0.326
O -1.20852 -3.44734 2.16939 -0.640
H -1.93187 -4.06397 2.43449 0.326
H 1.70201 -4.53972 -1.06317 0.294
O 0.96655 -5.17625 -0.95911 -0.619
H 1.31361 -5.99507 -1.36342 0.344
C -0.42899 -2.04185 -2.07497 -0.966
H -0.89373 -2.15217 -3.05765 0.470
H 0.29070 -2.83926 -1.87706 0.259
H -1.18157 -2.02091 -1.28168 0.406
C 1.74426 -0.56627 -3.34473 -1.060
H 2.40280 -1.37935 -3.03458 0.442
H 1.26712 -0.76298 -4.30924 0.449
H 2.28175 0.38437 -3.35212 0.412
C 1.85518 2.85710 1.91301 -1.080
H 1.59262 3.37864 2.83805 0.450
H 2.93215 2.68361 1.84354 0.427
H 1.49061 3.40087 1.03744 0.381
C 1.85439 0.40388 3.40102 -1.073
H 2.92000 0.32911 3.18029 0.440
H 1.65765 1.02618 4.27830 0.454
H 1.40124 -0.58345 3.49721 0.413
Cl 3.07933 -0.91584 0.08837 -0.122

[5]
20
Properties=species:S:1:pos:R:3:mulliken_charge:R:1 method="wB97M-V/def2-TZVPD" energy_ha=-328.25786 lumo_energy_ev=0.81 de_lowest_kj_mol=160.11 smiles="CCC(N)=O.CC" homo_ev=-9.7549 total_charge=0
C -0.75159 -1.77699 2.12271 -0.734
C -0.03560 -0.34516 2.28699 -0.787
H -0.99992 -1.84054 1.03776 0.146
H -0.13961 -2.61664 2.28941 0.335
H -1.65495 -1.72408 2.72956 0.282
H 0.36086 -0.22138 3.25366 0.437
H -0.54187 0.60408 2.12194 0.292
H 0.73708 -0.18939 1.47922 -0.005
C -0.47882 0.96523 -1.66513 -0.564
C -1.35182 -0.22623 -1.92804 -1.097
C 0.64115 0.83757 -0.64878 0.522
O 1.11234 1.66842 0.08382 -0.578
N 1.18789 -0.52707 -0.52372 -0.423
H 0.04794 1.16868 -2.56319 0.341
H -1.00999 1.91783 -1.60690 0.390
H -2.26020 0.11301 -2.51958 0.307
H -1.84243 -0.43815 -1.01523 0.276
H 1.89920 -0.67699 0.24868 0.296
H 1.10930 -1.23951 -1.29266 0.194
H -1.05925 -1.24123 -2.17367 0.372

[6]
40
Properties=species:S:1:pos:R:3:mulliken_charge:R:1 method="wB97M-V/def2-TZVPD" energy_ha=-1350.48673 lumo_energy_ev=0.47 de_lowest_kj_mol=0.00 smiles="C[Si](C)(C)OCc1cc(=O)c(O[Si](C)(C)C)co1" homo_ev=-9.0879 total_charge=0
O 2.59005 -1.22168 -0.24666 -0.631
O -0.80213 0.88060 0.60772 -0.381
O 1.66464 0.74080 -2.09496 -0.588
O -2.06737 -1.47721 2.46588 -0.404
C 1.53906 -0.63627 -0.05606 0.499
C -0.07760 1.10910 -0.51483 -0.387
C 0.69490 -0.90303 1.05463 -0.638
C 1.04822 0.42129 -0.91587 0.630
C -0.38455 -0.16307 1.39748 0.499
C -1.13880 -0.45410 2.64267 -0.904
C 4.27544 -0.46671 -2.56904 -1.054
C 3.44399 2.43154 -3.51247 -1.072
C 3.83456 1.69237 -0.45070 -1.074
C -4.63151 -2.69134 1.77665 -1.029
C -3.09031 -0.90110 -0.13969 -0.852
C -4.20124 0.33339 2.34761 -1.118
Si 3.30905 1.12894 -2.17954 0.518
Si -3.47458 -1.19404 1.60575 0.541
H -0.42481 1.92039 -1.12513 0.524
H 0.96704 -1.77086 1.63079 0.494
H -0.44211 -0.78995 3.45407 0.385
H -1.69398 0.42713 2.97019 0.333
H 3.67202 -1.08445 -3.20595 0.340
H 5.19847 -0.29775 -3.07728 0.406
H 4.49065 -1.03723 -1.64386 0.246
H 4.37607 2.28537 -4.12678 0.295
H 2.56928 2.45568 -4.14724 0.331
H 3.49926 3.39379 -2.95838 0.277
H 3.25315 2.56652 -0.16904 0.296
H 4.87089 1.97430 -0.40607 0.445
H 3.70167 0.86735 0.22331 0.283
H -5.05947 -2.88773 2.77701 0.297
H -4.06728 -3.53837 1.39165 0.278
H -5.39657 -2.43154 1.05836 0.313
H -2.46511 -1.71049 -0.46292 0.273
H -2.57622 0.03696 -0.33708 0.172
H -4.04644 -0.87238 -0.64777 0.451
H -3.71728 1.19583 1.97049 0.342
H -3.98552 0.27494 3.46048 0.278
H -5.25554 0.39298 2.15256 0.386